1.
Here is C11H13AlN8O3S2 as an isolated structure in a non-equilibrium geometry from the OMol25 dataset. Energies are from ωB97M-V with the def2-TZVPD basis set.

```
38
Properties=species:S:1:pos:R:3:nbo_charge:R:1
Al 0.107 -0.452 0.567 1.68
N 2.459 -1.875 -2.521 -0.80
C 1.593 -1.779 -1.510 0.31
S 2.137 -1.345 0.132 -0.38
N 0.345 -1.994 -1.822 -0.42
N -0.534 -1.793 -0.826 -0.45
C -1.719 -2.363 -0.850 0.14
C -2.573 -2.425 0.318 -0.24
C -3.904 -2.933 0.222 -0.15
C -4.666 -3.065 1.368 -0.27
C -4.145 -2.738 2.622 -0.17
C -2.879 -2.220 2.754 -0.30
C -2.051 -1.990 1.611 0.49
O -0.836 -1.498 1.786 -0.87
H 3.435 -1.628 -2.463 0.40
H 2.080 -2.147 -3.422 0.41
H -2.090 -2.724 -1.803 0.20
H -4.335 -3.196 -0.754 0.21
H -5.704 -3.405 1.297 0.21
H -4.795 -2.866 3.492 0.21
H -2.463 -1.978 3.746 0.23
C 3.815 3.943 -0.436 -0.67
C 2.535 3.451 -1.009 0.36
N 1.971 3.936 -2.075 -0.26
N 0.859 3.189 -2.285 -0.36
C 0.695 2.240 -1.345 0.26
S -0.552 1.085 -1.300 -0.16
N 1.794 2.385 -0.523 -0.22
N 2.113 1.594 0.562 -0.66
H 4.092 4.879 -0.968 0.26
H 4.609 3.190 -0.587 0.24
H 3.727 4.135 0.658 0.25
H 0.250 3.386 -3.061 0.43
H 3.000 1.098 0.460 0.39
H 1.950 2.023 1.475 0.42
O 0.585 2.716 2.526 -0.44
N -0.476 2.167 2.273 0.39
O -0.427 0.996 1.693 -0.68
```

Output
LUMO level in eV: 0.1
E_tot in eV: -57949.4833
Frontier orbital gap in eV: 7.73
Multiplicity: 1

=====

2.
Here is a 6-piece molecular cluster, C10H22Br8N2O4 overall in a non-equilibrium geometry from the OMol25 dataset. Energies are from ωB97M-V with the def2-TZVPD basis set.

```
46
Properties=species:S:1:pos:R:3:nbo_charge:R:1
C 2.485 -0.006 -3.460 -0.49
N 2.537 -1.240 -2.655 0.55
O 2.924 -2.221 -3.195 -0.36
O 2.201 -1.185 -1.503 -0.41
H 3.419 0.548 -3.417 0.24
H 1.727 0.640 -3.031 0.23
H 2.260 -0.291 -4.478 0.24
C -3.847 2.077 1.628 -0.48
N -4.341 2.892 2.775 0.54
O -4.809 3.987 2.543 -0.39
O -4.263 2.403 3.844 -0.36
H -3.955 2.680 0.743 0.23
H -4.484 1.196 1.618 0.23
H -2.819 1.804 1.823 0.23
Br -2.108 5.173 -3.383 -0.01
C -0.484 4.542 -4.269 -0.43
C 0.582 4.411 -3.238 -0.45
Br 2.151 3.590 -4.047 -0.03
H -0.258 5.286 -5.017 0.23
H -0.729 3.588 -4.712 0.23
H 0.225 3.798 -2.417 0.24
H 0.884 5.378 -2.852 0.23
Br -0.358 2.451 0.063 -0.05
C -0.006 0.533 0.337 -0.42
C 1.122 0.421 1.277 -0.45
Br 1.582 -1.444 1.577 0.00
H 0.233 0.067 -0.612 0.24
H -0.954 0.178 0.707 0.23
H 0.917 0.813 2.265 0.24
H 1.994 0.942 0.897 0.23
Br 0.148 -3.571 6.447 0.00
C -0.165 -1.859 5.592 -0.45
C -1.140 -2.094 4.444 -0.43
Br -1.548 -0.373 3.634 -0.03
H 0.771 -1.467 5.207 0.23
H -0.574 -1.182 6.330 0.23
H -2.056 -2.545 4.800 0.23
H -0.661 -2.679 3.669 0.23
Br 3.677 -4.803 -1.762 0.00
C 2.021 -4.561 -0.769 -0.45
C 0.848 -4.726 -1.693 -0.43
Br -0.804 -4.515 -0.692 -0.02
H 2.013 -3.570 -0.344 0.24
H 1.997 -5.365 -0.048 0.22
H 0.810 -5.712 -2.140 0.22
H 0.835 -3.990 -2.488 0.22
```

Output
LUMO level in eV: 0.0
Structure (SMILES): C[N+](=O)[O-].C[N+](=O)[O-].BrCCBr.BrCCBr.BrCCBr.BrCCBr
E_tot in eV: -582231.8811
Frontier orbital gap in eV: 9.92
Multiplicity: 1

=====

3.
Here is C40H64BCl2FN6O2SiV as an isolated structure in a non-equilibrium geometry from the OMol25 dataset. Energies are from ωB97M-V with the def2-TZVPD basis set.

```
118
Properties=species:S:1:pos:R:3:mulliken_spin:R:1
V -1.495 0.260 -0.995 1.95
C 1.761 -4.361 0.346 0.00
C 2.729 -3.554 -0.528 0.00
C 2.370 -3.691 -2.010 0.00
C 2.822 -2.147 0.001 0.00
C 3.995 -1.609 0.543 0.00
C 3.636 -0.415 1.134 0.00
C 4.695 0.336 1.935 0.00
C 5.239 -0.595 3.037 0.00
C 4.389 1.682 2.581 0.00
N 2.299 -0.250 0.896 0.01
N 1.813 -1.316 0.220 0.01
B 1.292 0.773 1.499 0.05
N 0.597 1.883 0.562 -0.02
N -0.763 1.799 0.436 -0.12
C -1.251 3.036 0.387 0.05
C -0.191 3.948 0.367 0.00
C 0.952 3.189 0.474 0.00
C 2.332 3.778 0.420 0.00
C 3.267 2.924 -0.442 0.00
C 2.857 4.117 1.823 0.00
C -2.702 3.411 0.454 -0.02
C -3.136 4.022 -0.880 0.00
C -3.599 2.246 0.862 0.03
N 0.103 0.059 2.229 0.02
N -0.951 -0.510 1.574 0.00
C -1.845 -0.853 2.490 0.02
C -1.368 -0.517 3.768 0.00
C -0.137 0.065 3.563 0.00
C 0.745 0.567 4.673 0.00
C 2.099 -0.149 4.683 0.00
C 0.871 2.095 4.688 0.00
C -3.163 -1.552 2.275 -0.01
C -3.753 -1.410 0.866 -0.02
C -3.016 -3.024 2.696 0.00
H 1.578 -5.348 -0.085 0.00
H 0.814 -3.830 0.427 0.00
H 2.165 -4.488 1.353 0.00
H 3.733 -3.973 -0.399 0.00
H 1.307 -3.533 -2.168 0.00
H 2.619 -4.698 -2.356 0.00
H 2.926 -2.973 -2.615 0.00
H 4.983 -2.039 0.500 0.00
H 5.513 0.508 1.226 0.00
H 4.440 -0.874 3.726 0.00
H 6.020 -0.081 3.604 0.00
H 5.660 -1.509 2.626 0.00
H 3.626 1.596 3.355 0.00
H 4.074 2.420 1.854 0.00
H 5.300 2.052 3.057 0.00
H 1.925 1.392 2.295 0.00
H -0.253 5.022 0.290 0.00
H 2.212 4.736 -0.094 0.00
H 3.223 1.873 -0.163 0.00
H 4.299 3.276 -0.365 0.00
H 2.959 2.997 -1.486 0.00
H 2.893 3.239 2.462 0.00
H 2.193 4.846 2.291 0.00
H 3.859 4.549 1.765 0.00
H -2.778 4.183 1.227 0.00
H -2.952 3.302 -1.673 0.00
H -2.564 4.925 -1.102 0.00
H -4.197 4.272 -0.869 0.00
H -3.612 1.491 0.080 -0.01
H -4.621 2.595 1.013 0.00
H -3.240 1.784 1.783 0.00
H -1.854 -0.672 4.718 0.00
H 0.225 0.286 5.593 0.00
H 2.597 -0.041 3.722 0.00
H 1.954 -1.216 4.861 0.00
H 2.745 0.249 5.470 0.00
H 1.338 2.468 3.779 0.00
H 1.463 2.418 5.548 0.00
H -0.121 2.544 4.761 0.00
H -3.860 -1.095 2.985 0.00
H -2.974 -1.262 0.120 0.03
H -4.449 -0.572 0.818 0.00
H -4.303 -2.306 0.581 0.00
H -2.240 -3.521 2.115 0.00
H -3.957 -3.559 2.547 0.00
H -2.739 -3.097 3.749 0.00
C 0.865 2.156 -5.152 0.00
Si 0.090 0.714 -4.165 0.02
C 1.330 -0.726 -4.364 0.00
C -1.487 0.239 -5.114 0.00
C -0.145 1.184 -2.375 -0.01
H 1.010 1.891 -6.204 0.00
H 1.840 2.429 -4.741 0.00
H 0.230 3.046 -5.118 0.00
H 2.039 -0.530 -5.172 0.00
H 0.829 -1.671 -4.590 0.00
H 1.901 -0.873 -3.445 0.00
H -1.264 -0.488 -5.899 0.00
H -1.955 1.103 -5.585 0.00
H -2.220 -0.210 -4.444 0.00
H -0.386 2.258 -2.318 0.00
H 0.822 1.042 -1.873 0.02
F -4.352 -6.001 -2.616 0.00
C -3.543 -4.928 -2.381 -0.01
C -3.082 -4.705 -1.102 0.01
C -2.246 -3.622 -0.881 -0.02
C -1.869 -2.748 -1.904 0.02
C -0.934 -1.632 -1.653 -0.02
C -2.335 -3.044 -3.191 -0.02
C -3.169 -4.121 -3.436 0.01
H -3.371 -5.375 -0.301 0.00
H -1.858 -3.443 0.111 0.00
H -0.296 -1.483 -2.521 0.01
H -0.320 -1.827 -0.774 -0.08
H -2.029 -2.410 -4.016 0.00
H -3.540 -4.336 -4.430 0.00
Cl -4.066 2.410 -4.035 0.00
C -4.926 1.134 -3.165 -0.01
Cl -6.002 1.850 -1.932 0.00
C -4.025 0.085 -2.477 0.01
O -4.480 -1.039 -2.457 0.03
O -2.913 0.477 -1.960 0.06
H -5.563 0.622 -3.874 0.00
```

Output
LUMO level (alpha / beta) in eV: 2.4 / 2.4
E_tot in eV: -117563.3527
Frontier orbital gap (alpha / beta) in eV: 7.16 / 7.18
Expectation value of S²: 2.031
Net charge: -1
Multiplicity: 3